Molecular formula: C43H31F6IrP2SeSi
Method: DFT, wB97M-V/def2-TZVPD

HOMO (alpha / beta), eV: -4.9799 / -7.9326
2S+1: 5
Energy above the lowest of the compared OMol25 structures with the same formula, charge and spin, kJ/mol: 177.2
F_max, eV/A: 1.1
Total energy, Ha: -5734.23144

The geometry in XYZ format:
```
85
Properties=species:S:1:pos:R:3:lowdin_charge:R:1
Ir -0.35692 -0.06684 0.20822 0.71
C -0.18262 -3.68190 2.15792 -0.21
Si 0.36066 -2.30166 0.90771 0.54
C -0.19919 -3.01055 -0.80299 -0.32
C 0.54236 -3.94408 -1.51420 -0.09
C 0.06417 -4.47380 -2.70104 -0.08
C -1.18957 -4.11314 -3.16764 -0.07
C -1.96028 -3.21503 -2.44958 -0.09
C -1.45446 -2.63760 -1.29414 -0.42
P -2.44660 -1.46704 -0.30212 0.96
C -3.77660 -2.65319 0.10541 -0.33
C -5.12986 -2.34569 0.01245 -0.08
C -6.07998 -3.30671 0.30359 -0.08
C -5.69523 -4.57537 0.70739 -0.09
C -4.34855 -4.88257 0.82415 -0.08
C -3.39612 -3.92955 0.52507 -0.10
C -3.31934 -0.26934 -1.35786 -0.40
C -4.02544 0.70352 -0.65024 -0.15
C -4.62003 1.76032 -1.31025 -0.09
C -4.51394 1.85448 -2.68911 -0.09
C -3.81820 0.88837 -3.39530 -0.07
C -3.20605 -0.16085 -2.73480 -0.09
C 2.25963 -2.21308 1.15564 -0.29
C 3.04735 -3.33395 1.39284 -0.10
C 4.40623 -3.21923 1.62091 -0.08
C 5.01107 -1.97158 1.62274 -0.07
C 4.24296 -0.84522 1.40723 -0.09
C 2.87306 -0.96143 1.19413 -0.38
P 1.92221 0.55273 0.83833 0.90
C 2.78673 1.03197 -0.67873 -0.37
C 2.52740 0.23623 -1.79513 -0.10
C 3.24164 0.44000 -2.95727 -0.06
C 4.22143 1.41947 -3.00694 -0.08
C 4.46645 2.22107 -1.90584 -0.08
C 3.75179 2.02971 -0.73776 -0.09
C 2.38309 1.71355 2.14166 -0.35
C 2.69279 1.26286 3.42860 -0.08
C 2.80124 2.16236 4.47020 -0.08
C 2.57735 3.51679 4.26391 -0.07
C 2.24814 3.97085 2.99495 -0.07
C 2.14066 3.07816 1.94872 -0.11
H -0.19454 -4.65930 1.68311 0.03
H -1.17341 -3.49722 2.55859 0.01
H 0.50046 -3.73535 2.99786 0.02
H 1.50205 -4.25997 -1.12757 0.10
H 0.66310 -5.18480 -3.25285 0.10
H -1.57148 -4.54464 -4.08139 0.10
H -2.96399 -2.97393 -2.77159 0.11
H -5.44418 -1.36380 -0.30458 0.09
H -7.12791 -3.06771 0.21000 0.10
H -6.43698 -5.32553 0.92816 0.10
H -4.03437 -5.86586 1.14407 0.10
H -2.34851 -4.17483 0.59688 0.08
H -4.09038 0.62646 0.42831 0.11
H -5.14050 2.52235 -0.74791 0.10
H -4.97088 2.68507 -3.20907 0.10
H -3.74226 0.94349 -4.47249 0.11
H -2.61569 -0.87141 -3.28696 0.09
H 2.59312 -4.31362 1.39091 0.10
H 5.00418 -4.10134 1.79381 0.10
H 6.07430 -1.87846 1.79147 0.11
H 4.70458 0.13157 1.40381 0.11
H 1.76892 -0.53594 -1.73431 0.08
H 3.05446 -0.17007 -3.82794 0.11
H 4.80544 1.54760 -3.90485 0.10
H 5.22247 2.99122 -1.95633 0.10
H 3.95696 2.63444 0.13402 0.10
H 2.85706 0.20791 3.60018 0.11
H 3.04962 1.80827 5.46063 0.11
H 2.64032 4.21373 5.08700 0.10
H 2.05652 5.02367 2.83254 0.10
H 1.86284 3.42549 0.96259 0.08
F 0.40178 8.14696 1.08688 0.13
C 0.18081 6.89173 0.68105 -0.12
C 0.66273 6.46034 -0.55294 -0.13
F 1.36600 7.30350 -1.31700 0.12
C 0.41007 5.16245 -0.96744 -0.25
F 0.88210 4.74085 -2.14906 0.08
C -0.31839 4.25847 -0.18789 -0.49
Se -0.65571 2.51223 -0.85316 0.95
C -0.77237 4.71563 1.05100 -0.25
F -1.46064 3.86593 1.82900 0.09
C -0.53177 6.00902 1.49020 -0.14
F -0.97736 6.43141 2.68099 0.12
F -0.49802 0.00096 -1.89862 -0.60
```

Molecular formula: C43H32BCl6IrN6O2
Method: DFT, wB97M-V/def2-TZVPD

HOMO, eV: -8.0566
2S+1: 1
Energy above the lowest of the compared OMol25 structures with the same formula, charge and spin, kJ/mol: 8.2
F_max, eV/A: 0.5
Total energy, Ha: -5027.36624

The geometry in XYZ format:
```
91
Properties=species:S:1:pos:R:3:lowdin_charge:R:1
Ir 0.05643 -0.69937 0.37915 1.21
C 5.20098 0.88277 1.55921 -0.01
C 4.20985 0.15458 0.71479 -0.26
C 4.41854 -0.83770 -0.21646 0.04
C 3.15049 -1.14898 -0.72198 -0.24
N 2.22201 -0.41039 -0.11078 0.02
N 2.88655 0.39184 0.76664 0.04
B 2.13161 1.35661 1.68906 -0.50
N 1.34474 0.56000 2.74571 0.06
N 0.33529 -0.14658 2.24709 -0.11
C -0.46360 -0.57681 3.21492 -0.23
C 0.10662 -0.17092 4.43082 0.05
C 1.24389 0.55129 4.09198 -0.26
C 2.20892 1.27378 4.96781 -0.01
C -1.64329 -1.26169 2.69060 -0.18
C -1.69134 -1.32551 1.26756 -0.25
C -2.82989 -1.91553 0.72604 -0.16
C -3.85769 -2.40589 1.53538 -0.08
C -3.77807 -2.33660 2.91419 -0.08
C -2.65759 -1.75294 3.49412 -0.03
N 1.09066 2.15082 0.85026 0.04
N 0.16223 1.56168 0.03846 0.02
C -0.44781 2.54573 -0.62124 -0.22
C 0.07160 3.78257 -0.22119 0.03
C 1.04565 3.49004 0.70480 -0.26
C 1.94461 4.43331 1.43314 -0.02
C -1.41969 2.34174 -1.70788 -0.16
C -1.38958 1.18896 -2.48574 -0.06
C -2.26852 1.02254 -3.54534 -0.07
C -3.17175 2.02677 -3.86180 -0.08
C -3.18374 3.19752 -3.11533 -0.08
C -2.31906 3.35146 -2.04431 -0.04
C 2.87404 -2.12738 -1.78681 -0.18
C 2.24128 -1.74010 -2.96315 -0.06
C 2.04177 -2.65899 -3.98313 -0.08
C 2.47568 -3.96839 -3.83623 -0.10
C 3.12185 -4.35774 -2.66979 -0.08
C 3.32868 -3.43846 -1.65358 -0.03
H 6.20521 0.53935 1.31925 0.08
H 5.02439 0.70536 2.62070 0.08
H 5.15556 1.95874 1.39018 0.08
H 5.36132 -1.25440 -0.52773 0.12
H 2.88020 2.10789 2.23568 0.11
H -0.27005 -0.33684 5.42563 0.11
H 1.87515 1.22442 6.00199 0.08
H 2.29380 2.32242 4.68156 0.08
H 3.20414 0.83050 4.90927 0.08
H -3.27659 0.21925 0.76590 0.08
H -2.96856 -1.97568 -0.34378 0.07
H -4.73201 -2.83663 1.06317 0.11
H -4.58053 -2.71859 3.53100 0.10
H -2.57310 -1.67350 4.57185 0.11
H -0.18809 4.75813 -0.59463 0.11
H 1.66998 5.45628 1.18299 0.08
H 2.98900 4.28275 1.15874 0.08
H 1.86332 4.31119 2.51327 0.08
H -0.63147 0.44783 -2.27856 0.03
H -2.23704 0.11363 -4.13305 0.11
H -3.85731 1.90233 -4.68999 0.11
H -3.88567 3.98708 -3.35363 0.11
H -2.35862 4.25682 -1.45188 0.11
H 1.91854 -0.71203 -3.07598 0.11
H 1.54490 -2.35120 -4.89460 0.11
H 2.31096 -4.68610 -4.62939 0.10
H 3.45774 -5.37984 -2.54932 0.11
H 3.82455 -3.73675 -0.73689 0.12
Cl -0.72891 -1.93469 -1.66554 0.82
C -0.00662 -3.21384 -0.68989 -0.62
C 0.48756 -2.65243 0.47155 -0.37
C 1.24310 -3.48457 1.27764 -0.66
Cl 2.01934 -2.83003 2.67671 0.74
C 1.42967 -4.82662 0.92718 -0.70
Cl 2.39559 -5.84367 1.92438 0.69
C 0.85363 -5.35340 -0.23108 -0.71
Cl 1.08157 -7.00368 -0.65379 0.69
C 0.11227 -4.52585 -1.07733 -0.70
Cl -0.61214 -5.09392 -2.52350 0.73
Cl -7.11957 6.35492 -1.48862 0.67
C -6.37176 4.82577 -1.13999 -0.67
C -5.44230 4.74511 -0.11506 -0.09
C -4.84039 3.52607 0.15244 -0.02
C -5.16574 2.40615 -0.60314 -0.15
C -6.11022 2.50236 -1.61643 -0.01
C -6.72017 3.71386 -1.89165 -0.10
C -4.51184 1.08708 -0.37160 -0.48
O -4.77232 0.09108 -1.00112 0.11
O -3.61181 1.12494 0.61668 0.11
H -5.19668 5.62767 0.45909 0.11
H -4.10265 3.44347 0.93844 0.12
H -6.34576 1.61633 -2.19078 0.13
H -7.45404 3.80518 -2.68018 0.11
```

Question: The highest energy above the lowest of the compared OMol25 structures with the same formula, charge and spin belongs to which entry?
Answer: C43H31F6IrP2SeSi